[1]
33
Properties=species:S:1:pos:R:3:forces:R:3:mulliken_spin:R:1 method="wB97M-V/def2-TZVPD" spin_multiplicity=6 total_energy_ev=-114458.0914 homo_lumo_gap_ha="0.273 / 0.275" e_homo_ev="-4.66 / -4.72" largest_force_ha_per_bohr=0.133 total_charge=-1
H -2.2425 1.2537 3.7150 0.3 -0.8 -0.1 0.00
C -1.4312 0.5042 3.5877 -0.2 0.3 1.5 0.00
H 0.5120 0.5957 4.5428 -0.1 0.6 -0.5 0.00
C 2.2748 0.8059 -0.5870 2.1 1.1 -0.5 0.04
H 2.0532 -1.1644 -3.2412 0.0 -0.1 -0.1 0.00
O -2.3680 -0.5072 1.7265 -1.1 -0.5 -0.3 0.00
H 2.5366 1.0582 0.4230 -0.1 0.0 0.2 0.01
C -1.3851 0.0384 2.1768 -0.5 -0.5 -1.2 0.00
H -0.1609 2.2091 4.0037 0.4 -0.7 -0.1 0.00
C -1.5375 0.0570 -2.2724 -1.6 -0.4 -1.2 0.01
C -1.6303 -1.5503 -0.6659 -1.9 -1.2 -0.6 0.01
C -2.0345 -0.2443 -0.9965 -1.5 -0.5 -0.5 -0.01
H 3.2231 -1.1745 -0.8524 0.0 -0.1 0.1 0.00
H 1.0012 2.5174 -1.2095 -0.1 0.2 0.1 0.00
H 0.7220 1.1602 -3.4942 -0.1 0.0 -0.1 0.00
H -1.6566 0.9934 -2.7884 0.0 0.1 -0.1 0.00
O 1.6621 1.3497 2.2662 1.7 0.7 -0.4 0.00
Dy 0.3069 -0.3378 -0.9404 -0.5 0.2 6.8 4.98
H -1.7901 -2.0374 0.2772 0.0 0.1 -0.1 0.00
C -0.0812 1.1259 3.7659 -0.4 0.2 1.5 0.00
H -0.4569 -3.0545 -1.8061 0.1 -0.1 0.0 0.00
H -2.5696 0.4281 -0.3547 0.0 0.0 0.2 0.00
C 1.9982 -0.3778 -2.5095 1.5 0.7 -1.3 0.00
C -0.9173 -2.0845 -1.7671 -2.1 -1.0 -0.9 -0.01
H -1.5792 -0.3572 4.2750 -0.3 0.5 -0.6 0.00
C 1.4543 1.5733 -1.4497 1.8 1.1 -0.6 -0.05
C -0.8679 -1.0968 -2.7603 -1.5 -0.6 -1.4 0.00
C 0.5421 0.9337 2.4289 0.7 -0.1 -0.9 0.00
C 2.6294 -0.3782 -1.2571 1.7 0.8 -0.5 0.00
N -0.2188 0.2848 1.4845 -1.0 1.4 1.9 0.01
H -0.3934 -1.1906 -3.7205 0.1 0.0 -0.1 0.00
C 1.2919 0.8477 -2.6380 1.4 1.0 -1.4 0.01
Br 1.1142 -2.1817 0.6393 1.2 -2.6 1.4 -0.01



[2]
33
Properties=species:S:1:pos:R:3:forces:R:3:mulliken_charge:R:1 method="wB97M-V/def2-TZVPD" spin_multiplicity=1 total_energy_ev=-92420.8952 homo_lumo_gap_ha=0.314 smiles="CCN(CC)C(=O)c1cc2cc(Br)ccc2oc1=O" de_lowest_kcal_mol=0.0 e_homo_ev=-9.01 largest_force_ha_per_bohr=0.019
C -1.1816 -4.8871 -1.0599 0.2 0.1 0.0 -0.43
H 2.8084 2.9935 -0.5602 0.1 0.0 -0.1 0.29
C -1.0930 2.1091 2.3438 0.1 -0.1 -0.1 -1.11
H 0.1497 0.5028 1.6238 0.1 0.1 0.1 0.39
H 1.5535 -0.8633 -1.2365 0.1 0.1 -0.1 0.49
H 0.4637 4.0787 1.0786 0.0 0.0 0.0 0.31
C 0.1875 1.5932 1.6903 -0.3 -0.1 0.3 -0.72
O 0.4535 1.8861 -1.8816 0.1 0.1 -0.3 -0.64
C 0.5128 -1.0212 -0.9914 -0.4 0.6 0.2 -0.07
N 0.3919 2.1307 0.3630 0.1 0.2 0.0 0.23
C 0.7598 -3.4760 -1.3385 -0.2 -0.1 0.0 -0.65
C -0.0117 -2.3538 -1.0236 -0.6 -0.2 0.1 0.98
H -1.6185 -5.8732 -1.0797 0.0 -0.1 0.0 0.41
C 0.8818 3.4947 0.2576 0.2 0.2 -0.2 -0.67
O -2.4890 0.6857 -0.0940 0.2 -0.3 -0.2 -0.64
C -1.9525 -3.7890 -0.7487 0.0 0.4 0.0 -0.44
H 2.7393 4.5815 0.2079 0.1 0.1 0.0 0.39
H 0.5194 3.8988 -0.6900 0.0 0.0 0.2 0.42
H 2.7993 3.1250 1.2039 0.1 0.0 0.1 0.29
Br 1.2195 -6.2479 -1.7765 -0.1 0.1 0.0 -0.19
H 1.0535 1.8627 2.3050 0.0 -0.1 -0.1 0.41
C -1.7033 -0.1828 -0.3723 -0.1 0.4 0.2 0.55
H -1.9486 1.8797 1.7147 0.0 0.0 0.0 0.26
H -3.0013 -3.8888 -0.5208 -0.1 0.0 0.0 0.47
H -1.0501 3.1846 2.4927 0.0 0.1 0.1 0.34
C -0.2807 0.0192 -0.6591 0.3 -0.4 -0.4 -0.04
O -2.1639 -1.4701 -0.4179 -0.3 0.0 0.1 -0.47
C 2.4067 3.5501 0.2824 -0.3 0.0 0.0 -1.10
H 1.8070 -3.3554 -1.5697 0.1 0.0 0.0 0.53
H -1.2260 1.6333 3.3117 0.0 0.0 0.2 0.38
C 0.2173 1.4390 -0.7750 -0.1 -0.3 0.1 0.26
C 0.1704 -4.7200 -1.3522 0.2 -0.2 0.0 -0.15
C -1.3746 -2.5197 -0.7279 0.7 -0.6 -0.2 -0.10